Computed, not measured: 15 unconnected molecules or ions with the total composition H30O15 at a distorted geometry, with ωB97M-V/def2-TZVPD.

Properties
Largest force on an atom: 0.0685 hartree/bohr
Kohn-Sham gap: 8.40 eV
DFT total energy: -1146.556755 hartree
HOMO: -9.15 eV
Lowest unoccupied orbital energy: -0.75 eV

Last column: Löwdin charge in e.
Atoms and positions in Å:
O  0.9629  3.0425  -0.0389  0.00
H  1.7085  3.2190  -0.6130  0.06
H  0.7620  3.8454  0.3908  0.06
O  1.4954  0.7073  -2.7602  -0.04
H  2.2656  0.2440  -3.0502  0.07
H  0.7307  0.0893  -2.8087  0.08
O  0.8359  -3.7073  0.9731  -0.04
H  0.8768  -4.5326  0.5209  0.05
H  1.3182  -3.0230  0.4920  0.01
O  -0.7233  0.7581  3.5458  -0.11
H  0.1802  1.0068  3.2766  -0.04
H  -0.8472  -0.1786  3.1840  0.01
O  -0.8201  2.4228  -2.4589  -0.03
H  -0.7378  3.1923  -2.9760  0.04
H  0.0496  1.9713  -2.5916  0.03
O  2.9096  0.4895  -0.4083  0.00
H  2.2699  0.7050  -1.0978  0.01
H  3.2147  1.3143  -0.1821  0.01
O  1.3910  2.0392  2.5027  -0.05
H  2.3248  2.0681  2.6389  0.04
H  1.4131  2.2068  1.5281  0.02
O  -1.0394  -1.6238  2.1489  -0.08
H  -1.3483  -2.5524  2.3923  0.13
H  -0.2762  -1.7954  1.5937  -0.01
O  -3.4967  -1.0652  0.7732  -0.09
H  -2.6991  -1.2573  1.3193  0.00
H  -3.0813  -0.7542  -0.0476  -0.04
O  -1.9844  2.1331  -0.0317  -0.09
H  -1.3408  2.3191  -0.8010  0.01
H  -2.8749  2.0164  -0.3624  0.04
O  1.5736  -0.9415  1.4120  -0.07
H  1.6006  -0.8378  2.3871  0.10
H  2.2589  -0.3411  1.0552  0.03
O  1.5267  -2.0385  -1.4681  -0.01
H  1.5911  -1.2602  -0.9300  -0.02
H  1.0442  -1.8030  -2.2422  0.02
O  -1.3266  -2.5524  -0.7233  -0.07
H  -1.3309  -1.5678  -0.6810  -0.02
H  -0.8798  -2.8428  0.0509  -0.04
O  -2.9577  -0.2310  -1.7349  -0.04
H  -3.4201  -0.9668  -2.0990  0.05
H  -2.1852  -0.2361  -2.3369  0.07
O  -0.4560  -0.1215  -0.2142  -0.02
H  0.1538  -0.3256  0.4368  -0.04
H  -0.6322  0.7659  0.0358  0.01